No. 1
Formula: C3H9BeO3
Source: the OMol25 dataset
Level of theory: ωB97M-V with the def2-TZVPD basis set

The geometry in XYZ format:
```
16
Properties=species:S:1:pos:R:3:lowdin_spin:R:1
Be -0.310 0.249 -1.828 0.58
O 0.282 -1.088 -1.994 0.10
H 0.300 -1.586 -1.180 0.01
C -1.787 1.368 0.088 0.06
O -0.682 0.571 -0.321 0.15
C 0.249 0.356 0.738 0.02
C 1.351 -0.590 0.336 0.01
H -2.432 1.524 -0.784 0.04
H -2.349 0.849 0.877 0.00
H -1.435 2.341 0.462 0.01
H -0.297 -0.054 1.602 0.00
H 0.689 1.323 1.026 0.00
H 2.116 -0.538 1.126 0.00
H 1.860 -0.223 -0.572 0.01
O 0.852 -1.950 0.259 0.01
H 1.594 -2.552 0.165 0.00
```

- Multiplicity: 2
- Net charge: 0
- Energy above the lowest of the compared OMol25 structures with the same formula, charge and spin: 0.0 kJ/mol
- Electronic energy: -360.1192 a.u.
- HOMO-LUMO gap (alpha / beta): 5.5 / 10.3 eV

***

No. 2
Formula: C3H9Cl3NSi
Source: the OMol25 dataset
Level of theory: ωB97M-V with the def2-TZVPD basis set

The geometry in XYZ format:
```
17
Properties=species:S:1:pos:R:3:lowdin_charge:R:1
C 0.581 0.388 -1.173 0.01
C 1.915 -0.985 0.415 -0.02
C 0.819 0.897 1.107 0.12
N 1.501 0.296 -0.004 -0.25
Si -3.599 -0.389 -0.099 -0.66
Cl -4.011 1.621 0.076 0.21
Cl -3.854 -1.173 -1.979 0.22
Cl -3.896 -1.425 1.583 0.27
H 1.184 0.540 -2.053 0.11
H -0.080 -0.507 -1.518 0.15
H -0.085 1.147 -0.951 0.06
H 2.187 -0.879 1.459 0.10
H 1.023 -1.618 0.448 0.12
H 2.628 -1.521 -0.265 0.14
H 1.369 0.862 2.092 0.13
H 0.141 1.691 0.976 0.08
H 2.175 1.055 -0.113 0.20
```

- Net charge: +1
- Energy above the lowest of the compared OMol25 structures with the same formula, charge and spin: 459.0 kJ/mol
- Electronic energy: -1844.2397 a.u.
- HOMO-LUMO gap (alpha / beta): 10.6 / 5.1 eV

***

No. 3
Formula: C3H9ClN
Source: the OMol25 dataset
Level of theory: ωB97M-V with the def2-TZVPD basis set

The geometry in XYZ format:
```
14
Properties=species:S:1:pos:R:3:lowdin_charge:R:1
C 1.216 -1.208 0.221 -0.03
N 0.225 -0.454 -0.490 -0.11
C -0.208 0.693 0.300 -0.14
C -1.886 1.011 -0.155 -0.57
Cl -2.769 -0.397 -0.051 0.73
H 0.832 -1.579 1.205 0.14
H 1.478 -1.931 -0.432 0.06
H 2.167 -0.541 0.197 0.16
H 0.750 -0.047 -1.348 0.23
H -0.675 -1.031 -0.671 0.14
H -0.264 0.463 1.398 0.14
H 0.360 1.644 -0.021 0.16
H -1.758 1.418 -1.090 0.05
H -2.227 1.573 0.666 0.05
```

- Structure (SMILES): C[NH2+]CCCl
- Net charge: +1
- Energy above the lowest of the compared OMol25 structures with the same formula, charge and spin: 165.5 kJ/mol
- Electronic energy: -634.3341 a.u.
- HOMO-LUMO gap: 11.4 eV